Record 1
Entry from the Open Molecules 2025 dataset: a single C9H8N2O molecule in a non-equilibrium geometry (ωB97M-V with the def2-TZVPD basis set).

```
20
C9H8N2O | the Open Molecules 2025 dataset | ωB97M-V with the def2-TZVPD basis set
N -3.339 0.895 -0.104
C -2.113 0.654 -0.194
C -0.988 1.285 0.029
C 0.422 0.756 -0.002
C 1.735 1.361 0.129
C 2.890 0.508 0.091
C 3.046 -0.780 -0.236
C 1.791 -1.467 -0.105
C 0.608 -0.679 0.189
N -0.733 -1.438 0.023
C -1.945 -0.908 0.060
O -3.045 -1.525 0.221
H -3.904 -0.031 0.007
H -3.614 1.930 -0.494
H -1.021 2.335 -0.105
H 1.701 2.562 0.585
H 3.838 0.988 0.423
H 3.921 -1.389 -0.226
H 1.603 -2.524 -0.292
H -0.852 -2.533 0.002
```

Kohn-Sham gap   8.53 eV
DFT total energy   -532.39171 a.u.
Lowest unoccupied orbital energy   0.61 eV
2S+1   1
Relative energy (zero: lowest compared OMol25 entry of this formula, charge and spin)   354.6 kJ/mol
SMILES   Nc1cc2ccccc2[nH]c1=O

Atom charges from the Löwdin analysis, given in e for atoms 1 to 4: 0.099, -0.366, -0.019, -0.138

---

Record 2
Entry from the Open Molecules 2025 dataset: a molecular structure, C2H4I2N2 in a non-equilibrium geometry (ωB97M-V with the def2-TZVPD basis set).

```
10
C2H4I2N2 | the Open Molecules 2025 dataset | ωB97M-V with the def2-TZVPD basis set
C 1.344 1.143 -0.682
C -1.338 -0.896 0.517
N 0.265 0.143 -0.636
N -0.128 -0.086 0.522
I -2.369 -0.305 2.314
I -0.912 -3.077 0.634
H 2.221 0.445 -0.749
H 1.363 1.614 0.244
H 1.353 1.826 -1.651
H -1.798 -0.806 -0.514
```

Kohn-Sham gap   8.81 eV
DFT total energy   -783.42052 a.u.
Lowest unoccupied orbital energy   -0.50 eV
2S+1   1
Relative energy (zero: lowest compared OMol25 entry of this formula, charge and spin)   10.6 kJ/mol

Atom charges from the Löwdin analysis, given in e for atoms 1 to 4: -0.095, -1.220, -0.070, -0.197

---

Record 3
Entry from the Open Molecules 2025 dataset: 2 unconnected molecules or ions with the total composition C15H31ClN2O5 in a non-equilibrium geometry (ωB97M-V with the def2-TZVPD basis set).

```
54
C15H31ClN2O5 | the Open Molecules 2025 dataset | ωB97M-V with the def2-TZVPD basis set
C 6.332 -2.299 3.880
C 4.822 -2.418 3.171
O 4.116 -1.154 3.509
C 2.776 -1.289 2.909
C 1.666 -0.635 3.960
Cl 2.678 0.557 5.025
N 1.072 -1.630 4.926
C -0.222 -2.242 4.444
C -0.123 -3.047 3.014
O -0.476 -4.339 2.962
C 0.558 0.327 3.194
O 0.335 0.344 1.877
O -0.192 1.279 4.067
H 6.137 -2.290 5.034
H 6.759 -1.239 3.555
H 7.011 -3.192 3.528
H 4.320 -3.366 3.639
H 4.973 -2.562 2.004
H 2.775 -0.706 1.868
H 2.589 -2.436 2.692
H 1.762 -2.340 5.266
H -0.515 -3.068 5.257
H -1.141 -1.482 4.460
H 0.228 -2.532 2.001
C -1.575 3.802 -2.547
C -0.961 2.418 -2.717
N -1.635 1.313 -1.871
C -1.515 1.711 -0.378
C -0.837 -0.008 -1.989
C -0.794 -0.649 -3.364
C -3.159 1.142 -2.153
C -3.583 0.919 -3.618
O -3.238 2.030 -4.436
C -3.055 1.678 -5.804
H -1.426 4.197 -1.537
H -1.085 4.501 -3.233
H -2.644 3.827 -2.769
H 0.091 2.452 -2.404
H -0.973 2.112 -3.762
H -0.461 1.901 -0.154
H -1.892 0.882 0.229
H -2.119 2.601 -0.193
H -1.270 -0.713 -1.268
H 0.185 0.222 -1.669
H -1.679 -1.263 -3.541
H 0.054 -1.343 -3.412
H -0.672 0.062 -4.182
H -3.644 2.049 -1.776
H -3.491 0.297 -1.537
H -4.676 0.824 -3.644
H -3.183 -0.009 -4.017
H -3.626 0.784 -6.085
H -1.992 1.504 -5.985
H -3.384 2.516 -6.425
```

Kohn-Sham gap   6.64 eV
DFT total energy   -1535.72817 a.u.
Lowest unoccupied orbital energy   -0.28 eV
2S+1   1

Atom charges from the Löwdin analysis, given in e for atoms 1 to 4: -0.105, -0.265, -0.300, -0.193

---

Record 4
Entry from the Open Molecules 2025 dataset: 2 unconnected molecules or ions with the total composition C4H12 in a non-equilibrium geometry (ωB97M-V with the def2-TZVPD basis set).

```
16
C4H12 | the Open Molecules 2025 dataset | ωB97M-V with the def2-TZVPD basis set
C 2.056 0.604 1.274
C 3.117 -0.263 0.627
H 2.385 1.122 2.184
H 1.762 1.385 0.579
H 1.225 0.031 1.676
H 2.985 -0.231 -0.461
H 3.051 -1.321 0.887
H 4.169 0.010 0.725
C -2.463 -0.134 -1.683
C -2.731 -0.192 -0.192
H -2.156 0.870 -1.969
H -1.790 -0.906 -2.037
H -3.401 -0.213 -2.249
H -3.271 -1.079 0.145
H -3.184 0.704 0.218
H -1.755 -0.388 0.278
```

Kohn-Sham gap   12.48 eV
DFT total energy   -159.57128 a.u.
Lowest unoccupied orbital energy   1.06 eV
2S+1   1
Relative energy (zero: lowest compared OMol25 entry of this formula, charge and spin)   36.0 kJ/mol
SMILES   CC.CC

Atom charges from the Löwdin analysis, given in e for atoms 1 to 4: -0.174, -0.181, 0.061, 0.060

---

Record 5
Entry from the Open Molecules 2025 dataset: 2 unconnected molecules or ions with the total composition C4H12NO in a non-equilibrium geometry (ωB97M-V with the def2-TZVPD basis set).

```
18
C4H12NO | the Open Molecules 2025 dataset | ωB97M-V with the def2-TZVPD basis set
C -1.444 1.474 0.540
C -0.490 0.678 -0.359
C 0.770 0.388 0.237
C 1.504 1.095 1.173
N 1.370 -1.032 -0.202
H -1.393 1.086 1.575
H -1.163 2.601 0.420
H -2.558 1.433 0.269
H -1.145 -0.120 -0.697
H -0.385 1.234 -1.254
H 0.936 1.622 1.928
H 2.544 0.943 1.302
H 0.779 -1.880 0.049
H 2.421 -1.051 0.133
H 1.335 -1.098 -1.233
H -1.766 -1.984 -1.197
H -0.534 -3.054 -1.694
O -0.782 -2.335 -0.990
```

Kohn-Sham gap   10.41 eV
Total charge   +1
DFT total energy   -289.27106 a.u.
Lowest unoccupied orbital energy   -3.58 eV
2S+1   1
Relative energy (zero: lowest compared OMol25 entry of this formula, charge and spin)   272.5 kJ/mol

Atom charges from the Löwdin analysis, given in e for atoms 1 to 4: -0.090, -0.262, -0.234, 0.134

---

Record 6
Entry from the Open Molecules 2025 dataset: a molecular structure, C4H3CsMgO in a non-equilibrium geometry (ωB97M-V with the def2-TZVPD basis set).

```
10
C4H3CsMgO | the Open Molecules 2025 dataset | ωB97M-V with the def2-TZVPD basis set
C -0.756 -1.420 -0.501
C 0.374 -1.565 -1.100
H 1.107 -2.162 -1.635
Mg -2.746 -1.106 0.359
O 0.649 1.386 1.380
C 0.875 0.386 0.720
C 0.256 -0.084 -0.489
Cs -1.506 4.299 1.654
H 0.062 0.687 -1.241
H 1.687 -0.421 0.854
```

Kohn-Sham gap   5.43 eV
Total charge   +2
DFT total energy   -448.95482 a.u.
Lowest unoccupied orbital energy   -10.21 eV
2S+1   1

Atom charges from the Löwdin analysis, given in e for atoms 1 to 4: -0.183, -0.029, 0.124, 1.379